[1]
Below is a single CH2N2O2 molecule at a distorted geometry, with properties calculated with ωB97M-V/def2-TZVPD.

Calculated values
Calculated total energy in Eh: -299.081598
Molar mass in Da: 74.0
LUMO level (alpha / beta) in eV: -0.963 / -0.617
Kohn-Sham gap (alpha / beta) in eV: 9.22 / 9.50

XYZ file:
```
7
Properties=species:S:1:pos:R:3:forces:R:3
C -1.78463 -0.45511 1.31268 3.7 0.8 -0.8
N 1.72257 0.13064 0.47895 0.9 0.1 1.2
N -0.16232 -0.19900 1.55711 -2.7 -0.7 1.7
O -2.48476 -0.78445 2.19005 0.1 0.0 0.3
O 0.44180 -0.04878 0.43937 -0.9 0.0 -2.0
H -2.01984 -0.24783 0.26067 -0.3 -0.1 -0.1
H 2.04546 0.22962 -0.48661 -0.8 -0.1 -0.3
```
Positions in Å, forces in eV/Å.

---

[2]
Below is a single CH2N2O2S molecule at a distorted geometry, with properties calculated with ωB97M-V/def2-TZVPD.

Calculated values
Calculated total energy in Eh: -697.210525
Molar mass in Da: 106.1
LUMO level in eV: -0.186
Kohn-Sham gap in eV: 9.31

XYZ file:
```
8
Properties=species:S:1:pos:R:3:forces:R:3
N 1.35190 -0.22657 0.48895 -5.4 -0.7 -0.8
C 0.21987 -0.15730 -0.59567 1.7 0.4 3.6
S 0.31247 -0.10325 -2.17487 0.5 0.1 -0.7
N -1.02463 -0.41507 0.04413 1.9 -3.9 -1.4
O -1.61191 0.39925 0.89009 0.7 3.1 5.9
O -2.19641 0.19762 -0.30258 -1.9 -0.1 -4.2
H 0.91981 -0.10581 1.49037 1.4 0.2 -2.7
H 2.02891 0.41112 0.15957 1.0 0.9 0.3
```
Positions in Å, forces in eV/Å.

---

[3]
Below is a single CH2N2O3 molecule at a distorted geometry, with properties calculated with ωB97M-V/def2-TZVPD.

Calculated values
Calculated total energy in Eh: -374.325124
Molar mass in Da: 90.0
LUMO level (alpha / beta) in eV: -1.170 / -1.050
Kohn-Sham gap (alpha / beta) in eV: 9.61 / 9.96

XYZ file:
```
8
Properties=species:S:1:pos:R:3:forces:R:3
C 1.12159 0.01579 0.01429 1.0 -0.6 -0.4
N -0.85406 1.20688 -0.08396 -1.6 -1.6 -0.2
N -0.99225 -1.03588 0.00458 -2.3 1.7 0.5
O 2.29022 -0.03612 -0.17514 -0.5 0.2 0.2
O 0.42897 1.13818 0.30665 0.3 0.4 -0.3
O 0.34182 -1.10232 0.00793 1.3 -0.5 0.6
H -0.96701 0.89848 -1.07657 0.7 0.4 0.5
H -1.36927 -1.08502 1.00223 1.1 0.0 -1.0
```
Positions in Å, forces in eV/Å.

---

[4]
Below is 2 unconnected molecules or ions with the total composition CH2N2O3S at a distorted geometry, with properties calculated with ωB97M-V/def2-TZVPD.

Calculated values
Calculated total energy in Eh: -772.611449
Molar mass in Da: 122.1
LUMO level in eV: -0.910
Kohn-Sham gap in eV: 10.34

XYZ file:
```
9
Properties=species:S:1:pos:R:3:forces:R:3
N 0.57230 -1.32844 -0.40408 1.2 2.0 0.3
S 1.62128 -0.34853 -0.11495 -3.0 0.9 -0.6
O 2.97035 -0.49726 0.26038 1.4 0.3 0.3
O 1.42349 1.34153 -0.11786 2.0 -2.7 0.1
H 0.53497 1.65204 -0.30092 -1.1 -0.5 -0.1
N -2.29046 -0.72398 0.21578 -2.5 -0.9 1.2
C -1.59136 0.20384 0.30897 0.2 3.2 -1.4
O -1.21618 1.30271 0.18061 1.0 0.8 0.9
H -2.02438 -1.60191 -0.02794 0.7 -3.0 -0.6
```
Positions in Å, forces in eV/Å.